Entry from the OMol25 dataset: a structure of composition C29H31LiN6S at a distorted geometry (ωB97M-V/def2-TZVPD).

Last column: Mulliken charge in e.
Element x y z (Å)
Li -6.351 6.636 13.002  0.585
C -3.975 4.572 9.815  -0.890
C -3.423 5.645 9.106  -0.441
C -3.540 6.941 9.634  -0.740
C -4.338 7.148 10.789  0.587
N -5.018 6.142 11.371  0.255
C -4.788 4.905 10.901  -0.291
C -4.350 8.475 11.394  0.553
C -3.255 9.315 11.180  -1.031
C -3.160 10.494 11.906  -0.846
C -4.161 10.820 12.793  -1.209
C -5.327 9.993 12.849  0.810
N -5.397 8.843 12.159  0.544
C -6.417 10.373 13.725  0.496
C -6.495 11.654 14.350  -0.938
C -7.422 11.851 15.367  -0.392
C -8.179 10.733 15.812  -0.732
C -8.134 9.589 15.067  -0.330
N -7.322 9.414 14.024  0.184
H -3.948 3.516 9.545  0.370
H -2.891 5.500 8.173  0.421
H -3.095 7.812 9.094  0.312
H -5.246 4.166 11.508  0.561
H -2.426 9.049 10.563  0.440
H -2.272 11.081 11.705  0.425
H -4.065 11.716 13.378  0.434
H -5.957 12.520 13.949  0.302
H -7.626 12.827 15.759  0.454
H -8.834 10.774 16.684  0.388
H -8.813 8.749 15.257  0.411
C -8.724 5.236 11.412  -0.941
C -8.581 4.631 12.787  0.717
C -9.603 3.772 13.252  -0.648
C -9.500 3.148 14.466  -1.016
C -8.307 3.369 15.229  0.995
C -8.056 2.700 16.428  -0.805
C -6.895 3.021 17.123  -0.440
C -6.079 4.071 16.796  -0.558
C -6.310 4.839 15.641  0.351
S -5.303 6.141 15.226  -0.538
C -7.384 4.415 14.764  -0.435
N -7.511 4.988 13.521  0.017
H -7.773 5.125 10.870  0.159
H -9.035 6.261 11.457  0.075
H -9.511 4.604 10.891  0.423
H -10.429 3.603 12.569  0.349
H -10.218 2.437 14.825  0.405
H -8.723 1.937 16.758  0.387
H -6.598 2.404 17.982  0.306
H -5.203 4.265 17.387  0.428
C -10.356 8.591 9.208  -1.631
C -9.342 9.660 9.637  1.411
C -8.579 10.144 8.391  -1.723
C -10.038 10.817 10.392  -1.719
N -8.313 9.090 10.470  0.062
N -8.767 8.630 11.700  -0.263
H -10.972 8.984 8.360  0.448
H -11.001 8.334 10.043  0.321
H -9.819 7.689 8.915  0.362
H -9.278 10.496 7.611  0.411
H -8.041 9.269 8.064  0.439
H -7.837 10.901 8.604  0.390
H -10.692 11.307 9.679  0.474
H -9.258 11.462 10.855  0.280
H -10.730 10.428 11.170  0.466
H -7.519 9.690 10.577  0.153
H -9.584 9.236 11.953  0.249
H -8.043 8.770 12.415  -0.054

* HOMO level: -5.82 eV
* ΔE to the lowest compared entry with this formula, charge and spin: 0.6205 eV
* E_LUMO: -0.52 eV
* gap between HOMO and LUMO: 5.31 eV
* spin multiplicity: 1

=====

Entry from the OMol25 dataset: a structure of composition C29H31LiNO2P2Se2 at a distorted geometry (ωB97M-V/def2-TZVPD).

Last column: Mulliken charge in e.
Element x y z (Å)
Li 12.240 12.895 12.590  0.366
O 8.891 14.562 14.904  -0.631
C 9.422 14.918 13.615  -0.266
C 10.663 15.759 13.895  1.779
C 10.349 17.085 14.580  -1.130
O 9.643 17.046 15.823  -0.550
C 11.614 15.067 14.923  -1.192
Se 11.596 13.029 14.884  -0.708
C 11.444 16.191 12.636  -1.490
Se 12.913 15.138 11.882  -0.607
H 9.263 13.698 15.188  0.338
H 8.520 15.435 13.151  0.357
H 9.772 14.042 13.045  -0.021
H 9.745 17.724 13.833  0.301
H 11.238 17.642 14.828  0.417
H 9.370 16.155 15.904  0.438
H 11.347 15.290 15.940  0.497
H 12.626 15.489 14.744  0.332
H 11.938 17.114 12.809  0.427
H 10.850 16.290 11.713  0.289
N 12.857 9.425 11.057  -0.373
P 14.588 9.649 10.913  -0.323
C 14.949 8.164 9.847  0.303
C 16.340 7.921 9.647  -0.542
C 16.762 7.083 8.674  -0.475
C 15.865 6.229 8.066  -0.425
C 14.455 6.260 8.399  -0.594
C 14.011 7.240 9.322  0.044
C 14.511 11.026 9.589  -0.186
C 14.531 12.319 10.096  0.244
C 14.649 13.382 9.154  -0.949
C 14.406 13.104 7.784  -0.311
C 14.302 11.804 7.336  -0.749
C 14.287 10.769 8.287  -0.144
P 11.734 10.763 11.146  0.310
C 10.258 9.772 11.747  0.342
C 9.938 8.555 11.271  0.408
C 8.753 7.942 11.705  -0.877
C 7.808 8.724 12.404  -0.506
C 8.161 9.935 12.941  -0.370
C 9.415 10.473 12.650  -0.309
C 11.223 11.037 9.385  1.074
C 10.953 9.950 8.502  -0.197
C 10.438 10.187 7.285  -0.863
C 10.258 11.602 6.877  -0.393
C 10.535 12.628 7.733  -0.722
C 11.094 12.370 8.970  -0.353
H 12.655 8.827 11.895  0.343
H 17.101 8.581 10.089  0.281
H 17.833 7.004 8.535  0.379
H 16.118 5.447 7.390  0.372
H 13.695 5.684 7.908  0.393
H 13.012 7.378 9.635  0.412
H 14.459 12.603 11.190  0.596
H 14.747 14.397 9.453  0.408
H 14.264 13.867 7.037  0.400
H 14.079 11.595 6.283  0.347
H 14.329 9.759 7.963  0.410
H 10.672 8.144 10.508  -0.169
H 8.437 6.998 11.322  0.393
H 6.852 8.230 12.700  0.270
H 7.509 10.529 13.593  0.414
H 9.680 11.499 13.087  0.076
H 11.217 8.963 8.833  -0.093
H 10.119 9.425 6.623  0.496
H 9.839 11.851 5.886  0.329
H 10.214 13.637 7.545  0.447
H 11.355 13.146 9.652  0.484

* HOMO level: -3.75 eV
* ΔE to the lowest compared entry with this formula, charge and spin: 0.5600 eV
* E_LUMO: 2.25 eV
* gap between HOMO and LUMO: 6.00 eV
* net charge: -1
* spin multiplicity: 1

=====

Entry from the OMol25 dataset: a structure of composition C29H32Cl4N4O3S3W (ωB97M-V/def2-TZVPD).

Last column: Mulliken charge in e.
Element x y z (Å)
W -0.043 -0.017 -0.223  1.525
C -3.280 1.027 -0.659  -1.279
N -2.349 0.589 0.437  0.326
C -2.301 1.713 1.400  -1.473
C -1.171 1.533 2.364  -0.867
N 0.129 1.580 1.606  1.198
C 1.197 1.190 2.577  -1.280
C 0.334 2.978 1.190  -0.599
C 0.723 3.951 2.109  -0.789
C 0.824 5.272 1.715  -0.876
C 0.528 5.633 0.405  -0.833
C 0.143 4.670 -0.507  -0.840
C 0.047 3.333 -0.114  1.105
S -0.340 2.120 -1.321  -0.420
C -2.964 -0.630 0.979  -0.085
C -3.835 -0.670 2.055  -0.579
C -4.455 -1.871 2.373  -1.078
C -4.221 -3.014 1.623  -0.767
C -3.348 -2.973 0.547  -0.669
C -2.718 -1.775 0.236  1.210
S -1.580 -1.636 -1.095  -0.393
H -4.253 1.219 -0.206  0.448
H -3.374 0.243 -1.402  0.348
H -2.899 1.931 -1.122  0.513
H -3.250 1.815 1.924  0.463
H -2.173 2.624 0.819  0.685
H -1.231 0.582 2.890  0.375
H -1.163 2.336 3.102  1.011
H 0.988 1.643 3.544  0.724
H 2.161 1.536 2.223  0.505
H 1.205 0.114 2.715  -0.290
H 0.940 3.690 3.135  0.419
H 1.127 6.022 2.433  0.478
H 0.599 6.667 0.096  0.451
H -0.083 4.944 -1.530  0.532
H -4.051 0.201 2.656  0.386
H -5.129 -1.907 3.219  0.468
H -4.710 -3.943 1.881  0.453
H -3.144 -3.860 -0.038  0.521
Cl 2.174 -6.046 2.126  -0.148
C 1.394 -4.540 1.946  0.325
C 0.475 -4.111 2.933  0.664
Cl 0.145 -5.102 4.281  -0.150
C -0.149 -2.881 2.814  0.117
Cl -1.214 -2.257 3.996  -0.130
C 0.116 -2.132 1.672  -0.137
O -0.341 -0.889 1.460  0.533
C 1.007 -2.534 0.695  -0.943
O 1.216 -1.615 -0.245  0.084
C 1.684 -3.749 0.843  0.480
Cl 2.874 -4.206 -0.304  -0.157
C 0.147 0.936 -5.047  -1.157
C 0.753 -0.428 -4.765  -0.514
S 1.608 -0.432 -3.193  0.345
O 0.387 -0.228 -2.246  -0.704
C 2.200 -2.113 -3.085  -0.083
C 1.214 -3.215 -3.425  -1.168
H -0.369 0.902 -6.005  0.409
H 0.911 1.712 -5.102  0.359
H -0.579 1.210 -4.285  0.163
H 1.515 -0.701 -5.500  0.576
H 0.001 -1.215 -4.719  0.354
H 2.565 -2.187 -2.064  -0.166
H 3.070 -2.099 -3.750  0.688
H 0.319 -3.159 -2.805  0.118
H 1.689 -4.175 -3.231  0.435
H 0.927 -3.198 -4.474  0.435
N 3.978 1.761 -0.709  0.005
C 4.327 0.718 0.114  -0.950
C 3.175 0.069 0.393  -0.763
N 2.119 0.712 -0.244  1.201
C 2.659 1.731 -0.904  -0.946
H 4.607 2.441 -1.109  0.277
H 5.342 0.534 0.420  0.468
H 3.039 -0.806 1.001  0.509
H 2.129 2.434 -1.521  0.543

* HOMO level: -13.33 eV
* E_LUMO: -7.36 eV
* gap between HOMO and LUMO: 5.97 eV
* net charge: +2
* spin multiplicity: 1

=====

Entry from the OMol25 dataset: a structure of composition C29H32Cl5N2O3PSSiTl (ωB97M-V/def2-TZVPD).

Last column: Mulliken charge in e.
Element x y z (Å)
Tl -0.404 0.814 0.652  0.706
Cl -3.183 1.254 2.316  -0.130
C -3.619 0.544 0.796  1.192
C -2.608 0.229 -0.111  -2.003
C -3.023 -0.376 -1.289  1.349
Cl -1.849 -0.783 -2.501  -0.121
C -4.354 -0.684 -1.563  -0.319
Cl -4.808 -1.448 -3.042  -0.221
C -5.329 -0.368 -0.624  0.625
Cl -6.980 -0.749 -0.929  -0.232
C -4.961 0.256 0.563  -0.356
Cl -6.165 0.638 1.737  -0.220
O -0.168 0.836 4.516  -0.751
C 0.329 0.229 3.565  -0.177
O -0.344 -0.384 2.659  -0.384
C 1.854 0.140 3.518  0.567
C 2.454 0.123 4.782  -0.877
C 3.822 0.053 4.961  -0.568
C 4.640 0.027 3.839  -0.530
C 4.075 0.058 2.581  -0.998
C 2.684 0.102 2.376  1.000
S 2.211 0.098 0.672  -0.082
H 1.791 0.179 5.635  0.419
H 4.250 0.028 5.956  0.365
H 5.719 -0.009 3.944  0.350
H 4.709 0.046 1.702  0.414
C -1.378 4.451 0.819  -1.082
Si 0.097 3.308 1.171  0.389
C 1.489 3.780 -0.036  -1.026
C 0.691 3.597 2.938  -0.976
H -1.058 5.495 0.890  0.334
H -2.180 4.290 1.542  0.277
H -1.786 4.284 -0.180  0.278
H 1.969 4.717 0.261  0.525
H 1.099 3.899 -1.051  0.201
H 2.246 2.993 -0.054  0.167
H 0.776 4.669 3.143  0.446
H 1.667 3.134 3.097  0.221
H 0.012 3.151 3.665  0.258
N 0.056 1.416 -1.820  -0.443
C 0.723 1.302 -2.756  -0.018
N 1.498 1.182 -3.814  0.361
C 2.718 1.977 -3.917  -0.419
C 3.743 1.162 -4.688  -0.707
O 3.228 0.757 -5.947  -0.386
C 2.093 -0.076 -5.790  -0.647
C 0.970 0.651 -5.065  -0.368
H 3.084 2.196 -2.915  0.346
H 2.514 2.918 -4.441  0.283
H 4.014 0.280 -4.094  0.334
H 4.636 1.752 -4.886  0.365
H 2.366 -0.978 -5.229  0.322
H 1.771 -0.362 -6.790  0.357
H 0.155 -0.038 -4.842  0.271
H 0.587 1.464 -5.692  0.283
C 0.776 -3.015 1.701  -1.437
P -0.122 -2.230 0.307  1.536
C 0.726 -3.121 -1.067  -1.510
C -1.725 -3.100 0.460  0.240
C -2.508 -2.746 1.564  -0.331
C -3.788 -3.253 1.710  -0.755
C -4.310 -4.114 0.751  -0.516
C -3.538 -4.476 -0.343  -0.617
C -2.252 -3.973 -0.488  -0.521
H 0.834 -4.096 1.552  0.493
H 0.264 -2.781 2.629  0.351
H 1.778 -2.586 1.743  0.374
H 0.685 -4.202 -0.923  0.435
H 1.764 -2.788 -1.047  0.380
H 0.292 -2.858 -2.032  0.320
H -2.101 -2.043 2.287  0.107
H -4.392 -2.963 2.562  0.437
H -5.320 -4.494 0.852  0.387
H -3.943 -5.145 -1.093  0.378
H -1.666 -4.245 -1.357  0.285

* HOMO level: -4.36 eV
* ΔE to the lowest compared entry with this formula, charge and spin: 2.0744 eV
* E_LUMO: 2.15 eV
* gap between HOMO and LUMO: 6.51 eV
* net charge: -1
* spin multiplicity: 1